# 1
The following is a DFT calculation (ωB97M-V with the def2-TZVPD basis set) of a molecular structure, C40H47AsBF4IKPS4.

```
100
Properties=species:S:1:pos:R:3:mulliken_charge:R:1
K 0.104 0.890 0.258 0.905
C -1.909 -3.202 2.358 -1.279
C -2.740 -3.310 1.079 -0.822
S -1.894 -2.920 -0.470 0.252
C -0.621 -4.215 -0.440 -0.558
C 0.664 -3.846 -1.183 -1.394
S 1.524 -2.390 -0.558 0.402
C 2.186 -3.448 1.039 -0.894
C 2.988 -2.488 1.910 -0.983
S 2.275 -0.830 2.206 0.140
C 1.358 -1.079 3.741 -0.504
C 0.241 -2.117 3.677 -0.862
S -1.050 -1.626 2.506 0.516
H -1.155 -3.992 2.398 0.452
H -2.576 -3.344 3.214 0.497
H -3.572 -2.600 1.111 0.259
H -3.176 -4.312 1.031 0.533
H -1.046 -5.125 -0.874 0.407
H -0.375 -4.418 0.599 0.062
H 0.455 -3.668 -2.237 0.512
H 1.337 -4.705 -1.100 0.574
H 2.854 -4.226 0.649 0.427
H 1.385 -3.933 1.607 0.183
H 3.942 -2.273 1.424 0.432
H 3.219 -2.881 2.906 0.432
H 0.960 -0.096 3.987 -0.074
H 2.052 -1.364 4.538 0.561
H -0.193 -2.236 4.674 0.472
H 0.635 -3.079 3.347 0.265
C 1.738 3.277 -0.039 -0.951
C 2.533 2.658 -1.027 -0.266
C 1.745 2.501 -2.193 -1.023
C 0.462 3.021 -1.928 0.262
C 0.459 3.509 -0.595 -0.805
H 2.053 3.553 0.959 0.420
H 3.573 2.377 -0.915 0.404
H 2.072 2.083 -3.136 0.397
H -0.360 3.069 -2.630 0.332
H -0.364 4.006 -0.094 0.399
I -0.699 -0.845 -3.470 -0.087
C 1.184 -1.348 -2.403 -1.039
H 1.588 -0.347 -2.203 0.230
H 1.784 -1.781 -3.213 0.450
C -4.135 -0.224 -1.899 -1.007
C -5.524 0.251 -2.293 -0.925
As -6.278 -0.985 -3.622 0.244
C -5.008 -0.565 -5.046 0.126
C -4.128 -1.558 -5.462 -0.412
C -3.148 -1.281 -6.411 -0.486
C -3.055 -0.011 -6.957 -0.422
C -3.939 0.984 -6.555 -0.506
C -4.908 0.710 -5.601 -0.142
C -7.759 0.129 -4.262 -0.068
C -8.334 1.123 -3.478 -0.053
C -9.394 1.885 -3.965 -0.646
C -9.890 1.659 -5.237 -0.383
C -9.328 0.661 -6.025 -0.585
C -8.275 -0.099 -5.536 -0.327
P -3.105 0.856 -0.812 0.913
C -3.154 2.459 -1.704 0.492
C -3.109 2.488 -3.097 -0.433
C -3.059 3.693 -3.783 -0.495
C -3.029 4.891 -3.084 -0.760
C -3.030 4.873 -1.696 -0.512
C -3.088 3.668 -1.012 -0.753
C -4.284 1.180 0.568 -0.167
C -5.371 2.057 0.513 -0.244
C -6.228 2.191 1.594 -0.654
C -6.011 1.456 2.756 -0.555
C -4.926 0.597 2.832 -0.764
C -4.072 0.466 1.744 -0.484
H -3.513 -0.418 -2.777 -0.302
H -4.191 -1.180 -1.369 0.507
H -5.504 1.253 -2.727 0.460
H -6.193 0.270 -1.430 0.857
H -4.182 -2.545 -5.019 0.312
H -2.448 -2.053 -6.704 0.428
H -2.281 0.211 -7.681 0.365
H -3.857 1.982 -6.968 0.361
H -5.578 1.499 -5.277 0.371
H -7.954 1.323 -2.484 0.394
H -9.823 2.663 -3.344 0.380
H -10.706 2.260 -5.619 0.352
H -9.708 0.478 -7.023 0.359
H -7.837 -0.869 -6.162 0.354
H -3.078 1.562 -3.657 0.226
H -3.018 3.690 -4.866 0.403
H -2.971 5.833 -3.617 0.329
H -2.961 5.799 -1.139 0.398
H -3.051 3.669 0.072 0.581
H -5.536 2.654 -0.378 0.443
H -7.061 2.883 1.536 0.403
H -6.669 1.579 3.608 0.351
H -4.712 0.057 3.746 0.474
H -3.192 -0.160 1.836 0.472
F -0.948 1.041 4.757 -0.442
B -0.642 2.144 3.918 0.442
F -1.492 2.116 2.791 -0.111
F -0.815 3.342 4.626 -0.360
F 0.695 2.021 3.474 -0.431
```

Properties
- HOMO energy: -1.13 eV
- Total charge: -2
- 2S+1: 1
- Kohn-Sham gap: 0.1756 Eh
- Relative energy (zero: lowest compared OMol25 entry of this formula, charge and spin): 7.0 kcal/mol
- Largest force on an atom: 0.5 eV/A



# 2
The following is a DFT calculation (ωB97M-V with the def2-TZVPD basis set) of a molecular structure, C40H47AsGeN3PdS2 in a non-equilibrium geometry.

```
95
Properties=species:S:1:pos:R:3:mulliken_charge:R:1
Pd 0.295 -0.497 0.088 0.791
S -0.729 -0.956 2.151 -0.723
C 0.101 -0.002 3.395 0.799
C 0.025 -0.401 4.728 -0.918
C 0.646 0.338 5.728 -0.670
C 1.352 1.491 5.418 -0.861
C 1.422 1.908 4.095 -0.566
C 0.790 1.174 3.099 -0.507
As 0.871 1.693 1.238 1.698
C 1.641 3.474 1.281 0.545
C 0.860 4.624 1.276 -0.494
C 1.478 5.867 1.351 -0.792
C 2.860 5.968 1.422 -0.576
C 3.640 4.821 1.422 -0.828
C 3.031 3.577 1.347 -0.217
C -0.988 2.254 0.897 0.532
C -1.888 2.478 1.932 -0.389
C -3.177 2.917 1.653 -1.032
C -3.574 3.150 0.344 -0.541
C -2.674 2.945 -0.694 -0.722
C -1.391 2.494 -0.412 -0.530
H -0.516 -1.306 4.975 0.502
H 0.584 0.001 6.755 0.393
H 1.841 2.063 6.195 0.424
H 1.960 2.815 3.846 0.492
H -0.216 4.571 1.219 0.405
H 0.869 6.762 1.353 0.429
H 3.330 6.942 1.476 0.398
H 4.718 4.892 1.478 0.439
H 3.647 2.686 1.354 0.398
H -1.585 2.313 2.959 0.477
H -3.874 3.079 2.467 0.440
H -4.580 3.488 0.131 0.451
H -2.967 3.140 -1.718 0.417
H -0.689 2.362 -1.231 0.552
C 3.554 1.625 -1.543 -0.997
Ge 2.288 0.665 -2.651 0.803
C 3.156 -0.887 -3.436 -1.189
C 1.666 1.791 -4.106 -1.356
C 0.678 0.037 -1.648 -0.236
H 4.550 1.201 -1.675 0.566
H 3.285 1.562 -0.493 -0.092
H 3.579 2.676 -1.832 0.454
H 4.012 -0.480 -3.977 0.459
H 2.507 -1.400 -4.145 0.338
H 3.514 -1.603 -2.699 0.338
H 2.521 2.166 -4.670 0.407
H 1.100 2.646 -3.734 0.385
H 1.031 1.219 -4.784 0.397
H -0.211 -0.045 -2.285 0.417
N -1.425 -1.515 -0.679 -0.412
S -2.489 -0.980 -1.726 0.202
C -3.951 -0.413 -0.879 0.460
C -5.046 -0.008 -1.638 -0.649
C -6.179 0.440 -0.983 -0.613
C -6.211 0.479 0.409 -0.607
C -5.104 0.088 1.145 -0.565
C -3.952 -0.356 0.502 0.240
C -3.140 -2.382 -2.596 0.611
C -3.970 -3.300 -1.962 -0.407
C -4.357 -4.436 -2.653 -0.698
C -3.921 -4.644 -3.959 -0.460
C -3.096 -3.719 -4.581 -0.621
C -2.697 -2.578 -3.895 -0.501
H -1.794 -2.232 -0.060 0.285
H -5.019 -0.053 -2.721 0.483
H -7.042 0.755 -1.556 0.438
H -7.104 0.820 0.917 0.407
H -5.126 0.131 2.227 0.524
H -3.070 -0.625 1.069 -0.214
H -4.320 -3.125 -0.951 0.406
H -5.005 -5.160 -2.176 0.409
H -4.232 -5.531 -4.494 0.407
H -2.763 -3.881 -5.597 0.411
H -2.051 -1.848 -4.369 0.402
C 3.323 -1.475 0.450 -0.105
C 4.446 -2.539 0.565 -0.952
N 3.868 -3.878 0.665 -0.163
C 3.043 -4.142 -0.511 -0.902
C 1.890 -3.111 -0.602 -0.664
N 1.997 -2.131 0.513 1.445
C 1.900 -2.873 1.793 -0.849
C 3.023 -3.942 1.861 -0.880
H 3.380 -0.929 -0.489 -0.574
H 3.370 -0.748 1.263 0.510
H 5.056 -2.366 1.452 0.301
H 5.107 -2.508 -0.303 0.346
H 2.654 -5.158 -0.436 0.302
H 3.681 -4.098 -1.397 0.329
H 0.911 -3.584 -0.528 0.501
H 1.919 -2.558 -1.539 0.149
H 0.906 -3.310 1.851 0.467
H 1.983 -2.146 2.600 0.276
H 2.603 -4.946 1.928 0.267
H 3.655 -3.786 2.735 0.354
```

Properties
- HOMO energy: -9.76 eV
- Total charge: +1
- 2S+1: 1
- Kohn-Sham gap: 0.2128 Eh
- Relative energy (zero: lowest compared OMol25 entry of this formula, charge and spin): 0.0 kcal/mol
- Largest force on an atom: 1.6 eV/A



# 3
The following is a DFT calculation (ωB97M-V with the def2-TZVPD basis set) of a molecular structure, C40H47CsN8O3S3Si2Te.

```
105
Properties=species:S:1:pos:R:3:mulliken_charge:R:1
Cs 0.912 0.297 0.045 0.395
C 4.971 -2.644 0.392 -1.780
C 4.198 -1.569 1.109 0.774
N 4.182 -0.343 0.766 -0.164
N 4.905 -0.011 -0.343 -0.128
C 4.762 1.251 -0.859 0.214
N 5.167 1.311 -2.147 -0.465
S 4.214 2.576 -0.015 -0.366
C 3.359 -1.921 2.292 -0.044
C 3.916 -2.465 3.443 -0.313
C 3.087 -2.697 4.531 -0.710
C 1.738 -2.408 4.425 -0.928
C 1.262 -1.910 3.219 -1.010
N 2.055 -1.673 2.177 0.670
H 6.032 -2.385 0.333 0.375
H 4.609 -2.750 -0.636 0.296
H 4.866 -3.603 0.897 0.514
H 4.977 -0.724 -1.073 0.343
H 5.101 0.448 -2.694 0.346
H 4.967 2.185 -2.601 0.251
H 4.979 -2.662 3.494 0.460
H 3.495 -3.087 5.456 0.382
H 1.058 -2.551 5.254 0.600
H 0.210 -1.695 3.066 0.788
S 0.287 1.897 2.966 -0.201
C -0.604 0.900 4.074 0.674
C -0.343 1.052 5.445 -0.963
C -0.961 0.294 6.432 0.733
C -0.629 0.506 7.808 -0.125
N -0.351 0.680 8.913 -0.642
C -1.905 -0.673 6.049 0.459
C -2.184 -0.836 4.697 -0.762
C -1.571 -0.088 3.681 -1.339
S -1.969 -0.472 2.032 0.580
C -2.570 -1.494 7.015 -0.080
N -3.114 -2.153 7.788 -0.658
H 0.386 1.797 5.736 0.441
H -2.904 -1.587 4.399 0.447
N 1.056 -3.173 -0.934 -0.278
C -0.033 -3.487 -0.148 0.178
C 0.109 -4.208 1.016 -0.683
C -0.994 -4.536 1.822 -0.646
C -2.256 -4.152 1.480 -0.988
C -2.453 -3.418 0.291 1.594
C -3.721 -2.933 -0.088 -0.674
C -3.865 -2.219 -1.237 -0.717
C -2.722 -1.982 -2.022 -0.338
N -1.519 -2.390 -1.699 -0.406
C -1.357 -3.097 -0.542 0.111
H 1.926 -3.109 -0.426 0.224
H 0.973 -2.393 -1.572 -0.251
H 1.105 -4.494 1.335 0.403
H -0.822 -5.074 2.746 0.358
H -3.103 -4.355 2.123 0.336
H -4.565 -3.113 0.566 0.342
H -4.822 -1.815 -1.540 0.438
H -2.803 -1.408 -2.941 0.423
O 0.404 -1.209 -3.269 -0.078
C 1.130 -1.998 -4.107 0.587
C 0.464 -2.743 -5.080 -0.795
C 1.173 -3.511 -5.988 -0.413
C 2.561 -3.529 -5.944 -0.735
C 3.218 -2.793 -4.973 -0.427
C 2.530 -2.032 -4.031 0.396
C 3.335 -1.358 -2.924 0.484
O 4.593 -1.343 -3.074 -1.022
O 2.729 -0.896 -1.941 -0.265
H -0.365 -1.703 -2.892 0.148
H -0.618 -2.700 -5.113 0.386
H 0.639 -4.089 -6.733 0.378
H 3.123 -4.120 -6.657 0.358
H 4.297 -2.797 -4.898 0.398
C -4.955 1.318 -0.016 -0.429
Si -4.337 2.506 -1.326 -0.083
C -5.831 3.234 -2.221 -1.099
C -3.325 1.571 -2.602 -0.632
C -3.294 3.869 -0.592 -0.326
Te -1.909 3.005 0.881 0.469
C -0.561 4.678 0.808 -0.857
Si 0.096 5.205 -0.866 0.440
C 0.101 3.817 -2.127 -0.088
C -0.931 6.639 -1.538 -1.078
C 1.848 5.848 -0.679 -0.800
H -5.591 0.544 -0.455 0.256
H -5.546 1.849 0.736 0.326
H -4.135 0.815 0.508 -0.143
H -6.435 2.448 -2.685 0.264
H -5.516 3.925 -3.007 0.288
H -6.472 3.786 -1.528 0.310
H -3.923 0.784 -3.069 0.330
H -2.450 1.106 -2.139 0.015
H -2.972 2.236 -3.394 0.441
H -3.901 4.641 -0.114 0.449
H -2.718 4.340 -1.391 -0.387
H 0.266 4.346 1.442 0.326
H -1.027 5.524 1.317 0.488
H -0.889 3.379 -2.262 -0.216
H 0.767 3.014 -1.809 -0.041
H 0.458 4.176 -3.096 0.395
H -1.970 6.364 -1.723 0.280
H -0.503 7.003 -2.477 0.302
H -0.928 7.471 -0.828 0.318
H 2.527 5.050 -0.368 0.034
H 1.889 6.640 0.074 0.276
H 2.226 6.257 -1.620 0.277
```

Properties
- HOMO energy: -1.57 eV
- Total charge: -2
- 2S+1: 1
- Kohn-Sham gap: 0.1834 Eh
- Relative energy (zero: lowest compared OMol25 entry of this formula, charge and spin): 0.0 kcal/mol
- Largest force on an atom: 0.2 eV/A



# 4
The following is a DFT calculation (ωB97M-V with the def2-TZVPD basis set) of a molecular structure, C40H47GeN6O5PReS3 in a non-equilibrium geometry.

```
104
Properties=species:S:1:pos:R:3:lowdin_spin:R:1
Re -0.024 -0.024 -0.055 2.512
S -3.457 -0.663 4.677 0.000
C -4.133 -0.505 6.233 -0.003
C -3.229 -0.034 7.135 0.000
C -1.962 0.203 6.551 -0.002
C -1.923 -0.085 5.214 0.000
C -0.772 0.019 4.317 0.001
C -0.925 0.036 2.921 0.035
N 0.097 0.101 2.074 0.031
C 1.369 0.142 2.569 0.015
C 1.617 0.147 3.941 0.000
C 2.978 0.178 4.406 0.000
C 4.010 0.182 3.540 -0.003
C 3.778 0.153 2.121 0.002
C 4.808 0.128 1.171 0.012
C 4.523 0.087 -0.181 0.001
C 3.162 0.087 -0.548 0.014
N 2.178 0.109 0.328 0.015
C 2.464 0.141 1.653 0.009
C 5.558 0.018 -1.209 0.000
C 6.897 -0.216 -1.046 -0.001
C 7.607 -0.230 -2.271 0.000
C 6.795 -0.009 -3.341 -0.001
S 5.172 0.222 -2.878 0.000
C 0.520 0.087 4.807 0.029
H -5.164 -0.771 6.402 0.000
H -3.458 0.139 8.175 0.000
H -1.123 0.600 7.105 0.000
H -1.910 -0.020 2.476 0.003
H 3.155 0.188 5.474 0.000
H 5.031 0.198 3.897 0.000
H 5.836 0.132 1.512 0.001
H 2.875 0.035 -1.592 0.001
H 7.365 -0.394 -0.089 0.000
H 8.670 -0.401 -2.350 0.000
H 7.067 0.034 -4.384 0.000
H 0.698 0.058 5.874 0.001
N 4.951 -1.140 -6.805 0.001
C 3.854 -1.038 -6.002 0.001
C 3.151 0.173 -5.904 0.000
C 2.060 0.291 -5.075 0.001
C 1.649 -0.805 -4.317 0.000
C 2.325 -2.023 -4.413 0.001
C 3.420 -2.135 -5.241 0.000
S 0.209 -0.734 -3.336 0.008
O 0.090 -1.992 -2.628 0.016
O -0.905 -0.251 -4.085 0.012
N 0.488 0.299 -2.065 0.041
C 0.542 1.660 -2.030 0.012
N 0.822 2.479 -3.024 0.004
C 0.866 3.774 -2.714 0.006
C 0.655 4.263 -1.429 0.005
C 0.368 3.340 -0.449 0.004
N 0.294 2.044 -0.752 0.005
H 5.140 -0.419 -7.479 0.000
H 5.335 -2.046 -7.004 0.000
H 3.467 1.019 -6.503 0.000
H 1.515 1.222 -5.023 0.000
H 1.973 -2.878 -3.855 0.000
H 3.946 -3.078 -5.319 0.000
H 1.088 4.447 -3.533 0.000
H 0.703 5.318 -1.208 0.000
H 0.174 3.624 0.578 0.000
C -1.759 -4.491 -2.454 0.000
C -1.883 -3.616 -1.236 0.000
O -0.613 -3.638 -0.512 -0.003
P 0.021 -2.467 0.303 0.035
O 1.551 -2.869 0.400 0.010
C 2.446 -3.190 -0.704 0.001
C 2.445 -4.674 -0.979 0.000
O -0.444 -2.650 1.805 0.011
C -0.339 -3.938 2.493 0.001
C -1.699 -4.345 3.001 0.000
H -2.707 -4.483 -2.993 0.000
H -1.534 -5.519 -2.172 0.000
H -0.981 -4.117 -3.115 0.000
H -2.637 -3.993 -0.546 0.000
H -2.122 -2.586 -1.503 0.000
H 3.425 -2.848 -0.371 0.000
H 2.147 -2.620 -1.582 0.000
H 2.681 -5.232 -0.073 0.000
H 3.206 -4.899 -1.727 0.000
H 1.477 -5.000 -1.355 0.000
H 0.367 -3.781 3.307 0.000
H 0.074 -4.682 1.813 0.000
H -2.093 -3.612 3.706 0.000
H -1.617 -5.306 3.511 0.000
H -2.408 -4.453 2.181 0.000
C -3.846 -1.657 1.269 0.002
Ge -3.720 0.030 0.281 0.029
C -5.030 0.068 -1.164 0.009
C -3.972 1.603 1.423 0.004
C -2.004 0.260 -0.725 0.074
H -4.425 -1.521 2.181 0.000
H -2.868 -2.047 1.544 0.000
H -4.360 -2.394 0.652 0.000
H -6.029 -0.155 -0.790 0.001
H -4.771 -0.669 -1.925 0.000
H -5.045 1.054 -1.629 0.000
H -5.039 1.821 1.477 0.001
H -3.477 2.469 0.980 0.000
H -3.613 1.477 2.443 0.000
H -2.123 1.290 -1.078 0.015
H -2.120 -0.367 -1.617 0.020
```

Properties
- HOMO energy (alpha / beta): -12.57 / -12.57 eV
- Total charge: +2
- 2S+1: 4
- <S²>: 3.7730
- Kohn-Sham gap (alpha / beta): 0.2440 / 0.2034 Eh
- Relative energy (zero: lowest compared OMol25 entry of this formula, charge and spin): 0.0 kcal/mol
- Largest force on an atom: 1.3 eV/A